The following is a DFT calculation (ωB97M-V/def2-TZVPD) of a single C4H12N2O molecule.

Results
Electronic energy, eV: -9369.6571
Energy above the lowest of the compared OMol25 structures with the same formula, charge and spin, kJ/mol: 148.3
Max |F|, eV/Å: 0.720
Total charge: 0
2S+1: 1
Frontier orbital gap, eV: 9.52
HOMO level, eV: -8.7

Element x y z (Å)
C  -0.31121  -0.59164  2.80380
N  0.54480  -0.06032  1.74142
C  0.23507  -0.58401  0.41820
C  0.04986  0.53113  -0.60660
N  1.34727  1.14705  -0.90273
C  -0.65040  0.00237  -1.84999
O  -0.86935  1.09469  -2.73805
H  -1.32984  -0.22898  2.66236
H  -0.41233  -1.68425  2.79371
H  0.09171  -0.30991  3.76696
H  1.50194  -0.26369  1.98092
H  -0.68751  -1.17338  0.44981
H  1.05416  -1.23359  0.07175
H  -0.57256  1.30182  -0.16126
H  1.87676  0.51933  -1.50242
H  1.18471  1.95390  -1.49862
H  -1.59224  -0.48745  -1.62492
H  -0.00455  -0.72499  -2.35156
H  -1.45626  0.79191  -3.45280



The following is a DFT calculation (ωB97M-V/def2-TZVPD) of a molecular structure, C4H12N2O.

Results
Electronic energy, eV: -9368.0579
Energy above the lowest of the compared OMol25 structures with the same formula, charge and spin, kJ/mol: 302.6
Max |F|, eV/Å: 2.240
Total charge: 0
2S+1: 1
Frontier orbital gap, eV: 9.11
HOMO level, eV: -8.2

Element x y z (Å)
C  0.53801  -2.75721  0.56649
N  1.78395  0.16643  -1.27350
C  0.85882  -0.58367  -0.51021
N  1.31712  -1.55386  0.28852
H  0.36865  -3.32809  -0.32487
H  -0.40051  -2.50067  1.08470
H  1.12794  -3.32211  1.28441
H  2.71553  0.11108  -0.87199
H  1.48217  1.16178  -1.11206
H  -0.13589  -0.65452  -0.91175
H  2.32564  -1.54810  0.47657
C  -1.42320  1.10800  0.14543
O  -0.06051  0.85780  0.26333
C  -1.62301  2.60016  0.18878
H  -1.90944  0.52784  0.97568
H  -1.86627  0.73750  -0.85170
H  -2.14111  2.93011  -0.73344
H  -0.64414  3.12643  0.27582
H  -2.31374  2.92110  1.03979



The following is a DFT calculation (ωB97M-V/def2-TZVPD) of a single C4H12N2O molecule.

Results
Electronic energy, eV: -9369.0306
Energy above the lowest of the compared OMol25 structures with the same formula, charge and spin, kJ/mol: 208.7
Max |F|, eV/Å: 2.162
Total charge: 0
2S+1: 1
Frontier orbital gap, eV: 10.03
HOMO level, eV: -9.0

Element x y z (Å)
N  1.09381  0.84226  -2.51462
C  1.24055  0.27241  -1.19639
C  0.71369  1.19514  -0.07646
N  -0.66031  0.94851  0.29000
C  -0.92412  -0.02592  1.32966
C  -1.12836  -1.43341  0.82940
O  -1.65962  -2.21284  1.92440
H  1.73955  0.40876  -3.16362
H  1.27382  1.83580  -2.53093
H  2.18930  -0.13173  -0.84216
H  0.60834  -0.61650  -1.08675
H  1.44424  1.27738  0.74685
H  0.89560  2.23188  -0.38470
H  -1.10275  1.81064  0.56714
H  -0.19763  -0.16702  2.15444
H  -1.80574  0.20197  1.92917
H  -1.85539  -1.43210  0.00617
H  -0.23035  -1.90756  0.44434
H  -1.63464  -3.09767  1.57408



The following is a DFT calculation (ωB97M-V/def2-TZVPD) of a single C4H12N2O molecule.

Results
Electronic energy, eV: -9368.8619
Energy above the lowest of the compared OMol25 structures with the same formula, charge and spin, kJ/mol: 225.0
Max |F|, eV/Å: 2.437
Total charge: 0
2S+1: 1
Frontier orbital gap, eV: 9.54
HOMO level, eV: -8.6

Element x y z (Å)
C  -0.17139  -1.82236  -2.02196
C  0.21260  -0.70999  -1.06496
O  1.26788  -1.32435  -0.27119
C  -0.97936  -0.32240  -0.16623
N  -0.73706  0.56287  0.96402
C  0.48366  1.03278  1.56036
N  0.35953  2.49553  1.72827
H  -0.19696  -2.68953  -1.36394
H  -1.16574  -1.62630  -2.44211
H  0.46146  -2.11412  -2.86025
H  0.71690  0.18105  -1.45506
H  1.24699  -1.18271  0.65315
H  -1.47171  -1.26805  0.08866
H  -1.52934  0.35629  -0.84481
H  -1.53638  1.06424  1.29075
H  1.38647  0.86227  0.97207
H  0.67598  0.58954  2.53856
H  -0.24346  2.88092  1.00445
H  1.21991  3.03432  1.69022



The following is a DFT calculation (ωB97M-V/def2-TZVPD) of 2 unconnected molecules or ions with the total composition C4H12N2O.

Results
Electronic energy, eV: -9367.5608
Energy above the lowest of the compared OMol25 structures with the same formula, charge and spin, kJ/mol: 350.5
Max |F|, eV/Å: 4.440
Total charge: 0
2S+1: 1
Frontier orbital gap, eV: 8.75
HOMO level, eV: -7.9

Element x y z (Å)
H  -2.85732  -2.47439  -0.75973
N  -2.89984  -1.56433  -0.36212
C  -1.85658  -1.41638  0.39335
N  -0.56472  -1.09435  -0.04861
C  0.39221  -0.54711  0.92841
C  0.67108  0.89827  0.58223
C  2.16355  1.36535  0.85169
H  -1.80130  -1.71562  1.38918
H  -0.21175  -1.33527  -0.95011
H  -0.02438  -0.79399  1.88814
H  1.31203  -1.15201  0.88038
H  -0.01180  1.49248  1.11627
H  0.26294  1.20512  -0.38592
H  2.80809  0.77758  0.06789
H  2.47549  1.18153  1.85584
H  2.30578  2.49331  0.73971
O  -0.30354  0.91267  -2.57158
H  -0.69261  0.75090  -3.49015
H  -1.16735  1.01623  -2.12488



The following is a DFT calculation (ωB97M-V/def2-TZVPD) of a single C4H12N2O molecule.

Results
Electronic energy, eV: -9368.1821
Energy above the lowest of the compared OMol25 structures with the same formula, charge and spin, kJ/mol: 290.6
Max |F|, eV/Å: 6.087
Total charge: 0
2S+1: 1
Frontier orbital gap, eV: 9.50
HOMO level, eV: -8.5

Element x y z (Å)
C  -1.23969  -0.26462  -1.56210
C  -0.31157  -0.17124  -0.36698
C  -0.03942  -1.54061  0.37418
N  0.69083  -2.53172  -0.38995
N  -0.68744  0.89668  0.66673
C  0.51609  1.44121  1.17394
O  1.06608  2.39287  0.30466
H  -2.13034  -0.99602  -1.50825
H  -1.92712  0.65527  -1.68677
H  -0.91831  -0.67039  -2.41132
H  0.76704  0.02874  -0.66067
H  0.55909  -1.29155  1.22595
H  -1.06122  -2.05957  0.55570
H  0.10902  -3.13821  -1.06762
H  1.57625  -2.13202  -0.82175
H  -1.48254  0.70248  1.35575
H  1.15835  0.51480  1.32279
H  0.39506  1.82565  2.20360
H  0.84989  2.07470  -0.59639



The following is a DFT calculation (ωB97M-V/def2-TZVPD) of 2 unconnected molecules or ions with the total composition C4H12N2O.

Results
Electronic energy, eV: -9361.5718
Energy above the lowest of the compared OMol25 structures with the same formula, charge and spin, kJ/mol: 81.6
Max |F|, eV/Å: 1.446
Total charge: +1
2S+1: 2
Frontier orbital gap (spin up / spin down), eV: 9.14 / 5.88
HOMO level (spin up / spin down), eV: -12.9 / -12.9

Element x y z (Å)
C  -0.78294  -0.31190  -1.07912
C  0.13583  -1.01655  -0.03154
C  1.40570  -1.19984  -0.75960
C  2.62509  -0.94225  -0.13774
N  3.72104  -0.68153  -0.83946
N  -1.77939  -1.17783  -1.68388
H  -1.22923  0.55093  -0.57228
H  -0.18730  0.12250  -1.89394
H  -0.38907  -1.88649  0.38133
H  0.15645  -0.38121  0.85620
H  1.35904  -1.48443  -1.80404
H  2.68306  -0.98317  0.94352
H  3.69648  -0.97570  -1.80543
H  4.63767  -0.55650  -0.43108
H  -2.68280  -0.74495  -1.81571
H  -1.96926  -1.95944  -1.06277
H  -3.70730  4.57432  4.72591
H  -3.55198  4.56400  3.13154
O  -4.14109  4.49006  3.87810



The following is a DFT calculation (ωB97M-V/def2-TZVPD) of 2 unconnected molecules or ions with the total composition C4H12N2O2.

Results
Electronic energy, eV: -11417.9406
Energy above the lowest of the compared OMol25 structures with the same formula, charge and spin, kJ/mol: 123.1
Max |F|, eV/Å: 0.858
Total charge: 0
2S+1: 1
Frontier orbital gap, eV: 9.44
HOMO level, eV: -8.9

Element x y z (Å)
N  -1.16197  1.25105  0.43146
C  -1.05882  0.81173  -1.00181
C  0.11814  1.49727  -1.73131
N  0.92053  0.45772  -2.34288
H  -1.29485  0.35102  1.04573
H  -0.22849  1.52732  0.74380
H  -1.86419  1.95178  0.63979
H  -0.87057  -0.25406  -0.95418
H  -2.01661  0.97607  -1.49084
H  -0.24010  2.15801  -2.52290
H  0.67805  2.11372  -1.01401
H  1.67187  0.82269  -2.89791
H  1.30715  -0.16555  -1.64293
O  1.06718  -0.31149  1.14606
C  0.26317  -1.16344  1.59244
O  -0.96839  -0.95443  1.83032
C  0.80996  -2.52368  1.97603
H  0.08337  -3.06490  2.57591
H  1.05304  -3.09598  1.07870
H  1.73155  -2.38487  2.53850



The following is a DFT calculation (ωB97M-V/def2-TZVPD) of a single C4H12N2O2 molecule.

Results
Electronic energy, eV: -11416.5300
Energy above the lowest of the compared OMol25 structures with the same formula, charge and spin, kJ/mol: 259.2
Max |F|, eV/Å: 2.019
Total charge: 0
2S+1: 1
Frontier orbital gap, eV: 9.95
HOMO level, eV: -9.0

Element x y z (Å)
C  -1.89691  -0.84765  0.73149
C  -0.89496  -0.01507  -0.05759
C  0.30851  -0.87070  -0.45766
N  1.31057  -0.06995  -1.16107
N  2.65622  -0.48612  -1.00325
C  -0.39034  1.25789  0.82895
O  -0.65437  2.41424  0.08228
O  0.94577  1.22413  1.13351
H  -2.18888  -1.72862  0.15813
H  -1.46016  -1.18372  1.66958
H  -2.79636  -0.27362  0.95100
H  -1.36450  0.36209  -0.97348
H  0.77333  -1.24371  0.46253
H  -0.02590  -1.73881  -1.04140
H  1.10748  -0.01226  -2.15317
H  2.95633  -0.24829  -0.05806
H  2.76717  -1.49943  -1.12520
H  -0.93941  1.24814  1.77904
H  -1.62893  2.36354  -0.05318
H  1.41535  1.34791  0.28756



The following is a DFT calculation (ωB97M-V/def2-TZVPD) of 3 unconnected molecules or ions with the total composition C4H12N2O2.

Results
Electronic energy, eV: -11412.3158
Energy above the lowest of the compared OMol25 structures with the same formula, charge and spin, kJ/mol: 665.8
Max |F|, eV/Å: 5.830
Total charge: 0
2S+1: 1
Frontier orbital gap (spin up / spin down), eV: 7.48 / 7.48
HOMO level (spin up / spin down), eV: -6.7 / -6.7

Element x y z (Å)
C  0.90004  -0.27150  0.73452
C  -1.63274  -0.24529  0.29117
C  0.27812  0.19985  -0.43107
C  -2.56459  -0.08212  -0.87746
N  2.37731  0.54678  -0.49883
N  3.39868  -0.38051  -0.76994
O  0.78048  0.32381  1.92737
O  -1.73188  0.83469  1.23212
H  -0.06121  0.83649  1.92344
H  -2.58863  0.83209  1.67974
H  2.71202  1.15616  0.24613
H  1.20480  -1.31531  0.79750
H  -1.73520  -1.20892  0.79889
H  3.53809  -1.07259  -0.03189
H  3.18575  -0.86100  -1.63672
H  0.01544  1.24597  -0.50165
H  0.34659  -0.41771  -1.31439
H  -2.46855  -0.93281  -1.55488
H  -3.62067  -0.01559  -0.57551
H  -2.33384  0.82750  -1.43857



The following is a DFT calculation (ωB97M-V/def2-TZVPD) of 2 unconnected molecules or ions with the total composition C4H12N2O2.

Results
Electronic energy, eV: -11417.6012
Energy above the lowest of the compared OMol25 structures with the same formula, charge and spin, kJ/mol: 155.9
Max |F|, eV/Å: 1.686
Total charge: 0
2S+1: 1
Frontier orbital gap, eV: 9.90
HOMO level, eV: -9.1

Element x y z (Å)
C  0.01937  1.68609  -1.79094
N  0.98848  1.79298  -0.70946
C  1.03659  0.58626  0.19603
C  -0.34462  0.02056  0.41492
O  -1.20618  0.72895  0.93483
N  -0.71818  -1.18365  -0.07841
C  0.02566  -2.25307  -0.70167
H  0.15027  0.74678  -2.32388
H  0.23380  2.47767  -2.51922
H  -1.03394  1.83327  -1.54904
H  0.74600  2.54349  -0.06268
H  1.71374  -0.12826  -0.27339
H  1.50326  0.93787  1.10785
H  -1.70209  -1.33974  0.05047
H  0.11275  -3.12968  -0.06119
H  -0.43737  -2.51801  -1.65163
H  1.03039  -1.90746  -0.92820
O  -0.39926  -0.56406  3.42719
H  -1.24713  -0.71652  2.96723
H  -0.47153  0.38652  3.55117



The following is a DFT calculation (ωB97M-V/def2-TZVPD) of 2 unconnected molecules or ions with the total composition C4H12N2O2.

Results
Electronic energy, eV: -11416.2341
Energy above the lowest of the compared OMol25 structures with the same formula, charge and spin, kJ/mol: 287.8
Max |F|, eV/Å: 4.245
Total charge: 0
2S+1: 1
Frontier orbital gap, eV: 10.37
HOMO level, eV: -9.5

Element x y z (Å)
C  1.21825  0.33445  -0.54308
N  0.71347  1.01033  0.74397
C  0.82951  -0.18519  1.44060
O  1.85399  -0.79870  1.60100
C  -0.68392  1.52752  0.54320
C  -1.48089  1.17106  -0.71881
N  -1.85688  -0.22592  -0.77604
H  0.62904  -0.46416  -0.96137
H  2.25283  0.05127  -0.41327
H  1.33755  1.08560  -1.33114
H  -0.00226  -0.53603  2.08217
H  -1.31829  1.09829  1.32815
H  -0.52578  2.59556  0.65827
H  -2.39718  1.75453  -0.75312
H  -0.78155  1.49393  -1.48755
H  -2.42664  -0.43511  -1.58064
H  -1.11109  -0.89457  -0.68839
O  1.09853  -2.75311  -0.05222
H  1.45867  -2.17316  0.64678
H  1.19262  -3.65658  0.26151



The following is a DFT calculation (ωB97M-V/def2-TZVPD) of 2 unconnected molecules or ions with the total composition C4H12N2O2.

Results
Electronic energy, eV: -11416.1632
Energy above the lowest of the compared OMol25 structures with the same formula, charge and spin, kJ/mol: 294.6
Max |F|, eV/Å: 4.090
Total charge: 0
2S+1: 1
Frontier orbital gap, eV: 10.06
HOMO level, eV: -9.4

Element x y z (Å)
C  -0.65111  0.46570  -2.03846
N  -0.12226  -0.41686  -0.91357
C  -0.73157  -1.67027  -0.58466
O  -1.90838  -1.89289  -0.80135
C  1.18568  -0.16624  -0.18965
C  1.27619  1.16389  0.52088
N  1.13791  0.84920  1.97241
H  -1.48630  -0.09108  -2.52552
H  0.08644  0.45096  -2.84313
H  -0.94151  1.53495  -1.79891
H  -0.08303  -2.45123  -0.10431
H  1.36088  -1.14816  0.44127
H  2.03308  -0.19278  -1.00822
H  2.32579  1.61271  0.38131
H  0.66253  1.90629  0.04899
H  1.61966  1.69272  2.30412
H  0.16664  1.12875  2.37321
O  -1.88454  -0.83504  1.89537
H  -1.48344  -0.49453  1.12458
H  -2.56265  -1.44608  1.74561